(1)
Computed, not measured: a 7-piece molecular cluster, C56H121N2O6P2 overall at a distorted geometry, with wB97M-V/def2-TZVPD.

Properties
Net charge: +1
Gap between HOMO and LUMO, Ha: 0.0911

The geometry in XYZ format:
```
187
C56H121N2O6P2 | the Open Molecules 2025 dataset | wB97M-V/def2-TZVPD
C 1.490 -1.845 -6.140
C 1.732 -1.336 -4.734
C 2.669 -0.169 -4.828
C 3.143 0.181 -3.437
N 3.817 1.598 -3.388
C 2.752 2.713 -3.704
C 2.730 3.660 -2.487
C 4.014 3.440 -1.935
C 4.211 1.975 -1.958
C 5.032 1.603 -4.320
H 2.367 -2.027 -6.761
H 0.824 -1.229 -6.744
H 1.095 -2.856 -6.036
H 2.044 -2.196 -4.141
H 0.802 -0.983 -4.289
H 2.186 0.601 -5.431
H 3.468 -0.409 -5.530
H 3.973 -0.460 -3.142
H 2.337 0.109 -2.707
H 2.862 3.204 -4.670
H 1.806 2.187 -3.829
H 2.605 4.731 -2.644
H 1.982 3.318 -1.772
H 4.885 3.891 -2.411
H 4.102 3.758 -0.896
H 5.244 1.683 -1.770
H 3.584 1.465 -1.227
H 5.588 0.686 -4.122
H 5.603 2.514 -4.142
H 4.626 1.630 -5.331
C -8.993 -1.362 -5.614
C -7.773 -1.940 -5.097
C -7.701 -2.164 -3.540
C -6.305 -2.682 -3.172
N -6.205 -3.150 -1.680
C -6.388 -2.032 -0.614
C -5.723 -2.565 0.634
C -4.686 -3.653 0.236
C -4.750 -3.479 -1.310
C -7.263 -4.285 -1.501
H -9.069 -0.274 -5.609
H -9.865 -1.903 -5.246
H -9.140 -1.527 -6.681
H -6.977 -1.296 -5.469
H -7.716 -2.896 -5.618
H -8.459 -2.898 -3.267
H -7.932 -1.197 -3.095
H -5.534 -1.946 -3.401
H -6.035 -3.573 -3.740
H -7.451 -1.809 -0.523
H -6.019 -1.098 -1.036
H -6.517 -2.843 1.327
H -5.131 -1.755 1.060
H -5.062 -4.597 0.629
H -3.736 -3.528 0.755
H -4.469 -4.440 -1.740
H -4.099 -2.656 -1.606
H -6.983 -4.830 -0.600
H -7.205 -4.976 -2.342
H -8.235 -3.844 -1.281
C -5.382 10.937 -2.821
C -6.198 9.938 -1.972
C -5.307 8.729 -1.685
C -5.915 7.627 -0.794
P -4.926 6.219 -0.444
C -4.279 5.440 -2.024
C -3.221 4.278 -1.877
C -3.609 3.055 -2.735
C -3.530 3.490 -4.216
C -5.967 4.991 0.460
C -5.199 4.024 1.392
C -5.803 3.961 2.803
C -5.060 3.058 3.749
C -3.417 6.851 0.547
C -3.741 7.694 1.775
C -2.524 8.174 2.469
C -1.613 9.133 1.632
H -5.978 11.850 -2.854
H -5.016 10.487 -3.744
H -4.518 11.187 -2.205
H -7.066 9.557 -2.510
H -6.497 10.332 -1.001
H -4.386 9.143 -1.275
H -5.189 8.324 -2.691
H -6.792 7.217 -1.296
H -6.354 7.993 0.134
H -3.938 6.210 -2.716
H -5.094 5.049 -2.634
H -3.068 3.923 -0.858
H -2.226 4.621 -2.162
H -4.608 2.676 -2.521
H -2.995 2.201 -2.449
H -2.576 3.898 -4.550
H -4.251 4.296 -4.351
H -3.780 2.671 -4.890
H -6.600 4.391 -0.194
H -6.612 5.605 1.088
H -4.115 4.106 1.309
H -5.447 3.090 0.890
H -6.832 3.620 2.696
H -5.731 4.950 3.255
H -4.037 3.420 3.853
H -5.079 2.047 3.342
H -5.334 3.072 4.804
H -2.821 7.439 -0.150
H -2.813 6.006 0.877
H -4.192 7.003 2.487
H -4.448 8.508 1.613
H -1.875 7.402 2.882
H -2.957 8.753 3.285
H -1.301 8.552 0.764
H -0.763 9.533 2.185
H -2.227 9.963 1.283
C 2.438 -9.345 3.049
C 3.442 -8.205 3.209
C 2.849 -6.932 2.600
C 3.609 -5.593 2.917
P 4.966 -5.067 1.757
C 5.552 -3.378 2.174
C 6.625 -2.773 1.280
C 7.276 -1.611 2.036
C 8.469 -1.970 3.021
C 6.361 -6.271 1.782
C 7.340 -6.218 2.994
C 8.075 -7.532 3.399
C 7.204 -8.642 3.964
C 4.402 -5.173 0.045
C 4.537 -6.583 -0.741
C 3.595 -6.732 -1.986
C 2.074 -6.801 -1.634
H 1.533 -9.253 3.649
H 2.852 -10.280 3.427
H 2.209 -9.419 1.986
H 3.588 -8.023 4.274
H 4.416 -8.362 2.746
H 2.761 -7.169 1.540
H 1.781 -6.814 2.786
H 2.965 -4.714 2.944
H 4.046 -5.544 3.915
H 6.024 -3.483 3.151
H 4.695 -2.709 2.088
H 6.174 -2.629 0.298
H 7.311 -3.578 1.017
H 6.517 -1.111 2.637
H 7.590 -0.887 1.284
H 8.551 -1.144 3.727
H 9.428 -1.966 2.502
H 8.222 -2.882 3.563
H 5.898 -7.250 1.655
H 6.811 -6.108 0.802
H 7.984 -5.358 2.811
H 6.759 -5.949 3.876
H 8.721 -7.846 2.579
H 8.763 -7.264 4.201
H 6.466 -8.309 4.694
H 7.673 -9.525 4.398
H 6.711 -9.214 3.178
H 5.068 -4.449 -0.423
H 3.391 -4.776 0.136
H 4.284 -7.320 0.021
H 5.524 -6.695 -1.191
H 3.879 -7.732 -2.312
H 3.863 -5.999 -2.747
H 1.592 -7.381 -2.422
H 1.558 -5.857 -1.807
H 1.950 -7.038 -0.578
C 3.633 4.172 4.421
C 4.805 5.193 4.495
O 5.888 4.758 4.914
O 4.491 6.398 4.305
H 4.025 3.167 4.266
H 2.987 4.278 3.550
H 3.040 4.203 5.335
C -0.019 0.452 3.212
C 0.074 -0.108 1.816
O 0.467 -1.285 1.761
O -0.273 0.592 0.855
H -0.988 0.177 3.628
H 0.002 1.534 3.084
H 0.789 0.100 3.854
C 4.796 -0.582 7.127
C 5.441 -1.817 7.807
O 5.923 -1.598 8.946
O 5.517 -2.892 7.146
H 5.621 0.101 6.924
H 4.153 0.004 7.783
H 4.310 -0.916 6.210
```

***

(2)
Computed, not measured: a 12-piece molecular cluster, C56H130B5F20N7O2 overall at a distorted geometry, with wB97M-V/def2-TZVPD.

Properties
Net charge: +2
Gap between HOMO and LUMO, Ha: 0.3886

The geometry in XYZ format:
```
220
C56H130B5F20N7O2 | the Open Molecules 2025 dataset | wB97M-V/def2-TZVPD
C -25.047 -14.460 12.616
C -26.518 -14.882 12.953
C -27.129 -15.443 11.695
N -28.657 -15.402 11.687
C -29.317 -14.075 11.634
C -29.201 -16.288 10.460
C -30.003 -17.422 11.169
C -30.553 -16.795 12.435
C -29.213 -16.259 12.962
H -24.674 -13.775 13.371
H -24.934 -13.904 11.661
H -24.527 -15.384 12.496
H -27.127 -14.036 13.315
H -26.470 -15.646 13.772
H -26.819 -16.433 11.498
H -26.776 -14.747 10.910
H -28.756 -13.413 11.000
H -29.370 -13.540 12.610
H -30.287 -14.202 11.170
H -29.741 -15.690 9.759
H -28.335 -16.765 9.972
H -30.781 -17.892 10.593
H -29.244 -18.145 11.422
H -31.296 -15.978 12.444
H -30.978 -17.567 13.125
H -29.219 -15.587 13.848
H -28.496 -17.054 13.142
C -17.336 -11.173 9.477
C -17.526 -10.048 10.579
C -18.931 -9.539 10.609
N -19.165 -8.328 11.450
C -18.208 -7.220 11.432
C -19.274 -8.750 12.900
C -20.087 -7.639 13.534
C -21.024 -7.092 12.495
C -20.459 -7.712 11.147
H -16.283 -11.244 9.314
H -17.872 -10.887 8.531
H -17.651 -12.156 9.865
H -16.736 -9.228 10.533
H -17.294 -10.447 11.561
H -19.620 -10.342 10.888
H -19.208 -9.162 9.575
H -17.871 -6.988 10.457
H -17.315 -7.433 12.019
H -18.698 -6.311 11.857
H -18.250 -8.925 13.206
H -19.820 -9.675 12.927
H -19.427 -6.912 14.054
H -20.733 -8.115 14.283
H -21.217 -6.006 12.401
H -22.019 -7.460 12.577
H -20.403 -7.097 10.269
H -21.072 -8.515 10.909
C -25.920 -15.621 1.250
C -26.246 -15.704 2.725
C -26.797 -14.429 3.213
N -28.167 -14.542 3.867
C -29.159 -15.004 2.957
C -28.561 -13.246 4.570
C -29.708 -13.730 5.524
C -29.282 -15.073 5.977
C -28.151 -15.543 4.998
H -26.756 -15.490 0.565
H -25.314 -16.451 0.931
H -25.213 -14.817 0.963
H -25.368 -15.821 3.316
H -26.868 -16.647 2.838
H -26.869 -13.633 2.499
H -26.200 -14.031 4.038
H -30.097 -15.105 3.475
H -28.832 -16.000 2.604
H -29.234 -14.265 2.222
H -28.926 -12.525 3.868
H -27.691 -12.875 5.073
H -30.657 -13.791 4.967
H -29.966 -12.967 6.301
H -30.088 -15.876 5.905
H -28.923 -15.098 7.016
H -28.370 -16.529 4.659
H -27.108 -15.533 5.381
C -17.815 -14.843 5.328
C -18.383 -13.464 5.062
C -18.315 -13.156 3.625
N -18.945 -11.804 3.160
C -18.541 -10.631 3.976
C -18.458 -11.503 1.708
C -19.530 -10.610 1.172
C -20.898 -11.154 1.806
C -20.509 -11.824 3.098
H -18.034 -15.130 6.370
H -16.721 -14.790 5.244
H -18.149 -15.601 4.615
H -17.892 -12.654 5.585
H -19.437 -13.536 5.321
H -18.798 -13.914 3.077
H -17.239 -13.029 3.294
H -18.805 -10.790 5.016
H -18.960 -9.721 3.540
H -17.432 -10.462 3.964
H -17.417 -11.086 1.787
H -18.363 -12.444 1.045
H -19.313 -9.623 1.524
H -19.611 -10.547 0.076
H -21.562 -10.318 1.958
H -21.368 -11.801 1.049
H -20.755 -11.175 3.944
H -20.890 -12.838 3.226
C -21.733 -17.608 9.395
C -21.894 -16.136 9.751
C -22.034 -15.258 8.487
N -22.159 -13.795 8.712
C -20.913 -13.113 9.134
C -23.227 -13.378 9.779
C -24.491 -13.804 9.023
C -24.246 -13.615 7.467
C -22.795 -13.181 7.446
H -21.335 -18.117 10.328
H -21.095 -17.850 8.545
H -22.699 -18.035 9.356
H -21.042 -15.755 10.275
H -22.776 -16.008 10.429
H -22.820 -15.575 7.829
H -21.157 -15.372 7.862
H -20.101 -13.350 8.423
H -20.700 -13.523 10.109
H -21.158 -12.065 9.153
H -23.037 -12.337 9.918
H -23.092 -13.913 10.680
H -25.417 -13.258 9.274
H -24.635 -14.873 9.119
H -24.918 -12.824 7.151
H -24.416 -14.564 6.925
H -22.714 -12.088 7.553
H -22.131 -13.489 6.621
C -24.491 -19.651 2.653
C -24.796 -20.342 4.007
N -24.401 -19.731 5.346
C -22.951 -19.624 5.492
C -24.974 -18.354 5.326
C -24.988 -17.505 6.598
C -25.012 -20.644 6.452
C -26.574 -20.600 6.666
O -27.142 -21.275 5.574
C -28.542 -21.259 5.751
H -24.901 -20.312 1.909
H -23.441 -19.363 2.479
H -25.014 -18.693 2.554
H -24.400 -21.353 3.997
H -25.925 -20.419 4.080
H -22.486 -20.583 5.674
H -22.792 -19.011 6.368
H -22.538 -19.060 4.700
H -25.953 -18.452 4.861
H -24.467 -17.774 4.606
H -25.175 -18.141 7.487
H -25.827 -16.794 6.499
H -24.015 -17.121 6.572
H -24.534 -20.283 7.330
H -24.701 -21.658 6.284
H -26.894 -19.510 6.628
H -26.791 -20.993 7.683
H -28.857 -21.699 6.693
H -28.971 -21.913 4.960
H -28.817 -20.233 5.670
C -27.791 -6.594 7.520
C -27.456 -7.746 8.374
N -25.988 -7.945 8.762
C -25.487 -6.920 9.723
C -25.996 -9.284 9.441
C -24.682 -9.849 9.976
C -25.060 -7.953 7.596
C -25.136 -9.029 6.577
O -26.383 -9.088 5.989
C -26.483 -10.154 5.117
H -27.575 -5.590 7.973
H -28.904 -6.506 7.347
H -27.250 -6.552 6.585
H -27.760 -8.642 7.884
H -28.025 -7.636 9.267
H -25.463 -5.999 9.170
H -24.521 -7.221 10.128
H -26.189 -6.780 10.506
H -26.302 -10.043 8.700
H -26.676 -9.276 10.274
H -23.896 -9.920 9.212
H -24.981 -10.799 10.367
H -24.184 -9.262 10.844
H -24.051 -8.073 8.021
H -25.152 -6.958 7.195
H -24.849 -9.980 7.044
H -24.363 -8.782 5.791
H -25.749 -10.103 4.355
H -27.522 -10.184 4.681
H -26.359 -11.122 5.639
B -20.915 -9.384 6.797
F -20.525 -8.160 7.223
F -21.212 -9.357 5.392
F -19.906 -10.321 7.022
F -22.076 -9.821 7.505
B -26.082 -18.317 9.744
F -25.121 -17.265 9.952
F -26.643 -18.747 10.898
F -27.059 -17.903 8.868
F -25.434 -19.444 9.209
B -21.831 -11.377 12.515
F -22.704 -12.382 12.661
F -22.015 -10.250 13.279
F -20.542 -11.825 12.757
F -21.819 -10.953 11.153
B -28.072 -12.484 8.386
F -29.343 -12.832 8.537
F -27.445 -12.398 9.646
F -27.409 -13.488 7.632
F -27.997 -11.227 7.772
B -22.629 -15.476 4.409
F -23.925 -15.194 4.800
F -22.758 -15.984 3.154
F -21.741 -14.363 4.355
F -22.132 -16.444 5.277
```

***

Sequential molecular weight output: 980.54, 1367.72 g/mol
Sequential DFT total energy output: -93861.141, -132454.735 eV
Sequential E_HOMO output: -5.56, -13.63 eV